(1)
ORCA calculation (ωB97M-V with the def2-TZVPD basis set) on a structure of composition C51H47N4OSbW at a distorted geometry.

Last column: Mulliken charge in e.
Element x y z (Å)
W1 -0.191 0.004 0.252  0.403
C1 -5.860 -1.813 5.345  -0.523
C2 -4.719 -1.120 5.724  -0.941
C3 -3.775 -0.765 4.775  -0.287
C4 -3.954 -1.109 3.431  -0.106
C5 -5.132 -1.760 3.055  -0.354
C6 -6.074 -2.110 4.007  -0.843
C7 -2.862 -0.822 2.474  1.609
C8 -2.341 -1.847 1.687  0.447
C9 -2.740 -3.215 1.786  -1.906
C10 -1.962 -3.925 0.940  -1.621
C11 -1.039 -3.011 0.340  0.589
N1 -1.314 -1.716 0.759  0.543
C12 0.115 -3.444 -0.326  1.256
C13 1.221 -2.630 -0.558  0.953
C14 2.416 -3.069 -1.192  -1.651
C15 3.300 -2.036 -1.166  -1.432
C16 2.657 -0.934 -0.539  1.025
C17 3.253 0.312 -0.370  1.174
C18 4.703 0.427 -0.678  -0.424
C19 5.621 -0.278 0.100  0.003
C20 6.979 -0.160 -0.147  -0.985
C21 7.429 0.641 -1.189  -0.519
C22 6.518 1.322 -1.982  -1.034
C23 5.159 1.225 -1.724  0.348
C24 2.593 1.428 0.123  0.498
N2 1.247 1.483 0.445  0.514
C25 1.062 2.730 1.022  0.447
C26 -0.093 3.147 1.673  2.276
C27 -0.155 4.555 2.132  -0.355
C28 0.024 5.601 1.224  -0.087
C29 -0.068 6.917 1.645  -0.899
C30 -0.331 7.207 2.977  -0.518
C31 -0.475 6.175 3.893  -0.915
C32 -0.387 4.858 3.476  -0.367
C33 -1.159 2.290 1.994  0.174
C34 -2.353 2.716 2.634  -1.552
C35 -3.077 1.603 2.937  -1.226
C36 -2.361 0.486 2.441  0.386
N3 -1.193 0.902 1.830  -0.127
C37 2.285 3.470 0.990  -1.967
C38 3.227 2.666 0.442  -1.848
N4 1.358 -1.295 -0.174  0.050
C39 0.248 -4.895 -0.625  -0.247
C40 -0.692 -5.556 -1.417  -0.220
C41 -0.623 -6.928 -1.592  -0.737
C42 0.387 -7.659 -0.982  -0.511
C43 1.339 -7.008 -0.211  -0.946
C44 1.269 -5.636 -0.028  -0.284
H1 -6.584 -2.117 6.089  0.430
H2 -4.560 -0.863 6.762  0.424
H3 -2.868 -0.257 5.076  0.491
H4 -5.319 -1.973 2.010  0.484
H5 -6.979 -2.618 3.702  0.420
H6 -3.478 -3.603 2.463  0.672
H7 -1.957 -4.990 0.803  0.570
H8 2.558 -4.046 -1.621  0.733
H9 4.299 -2.014 -1.568  0.594
H10 5.268 -0.904 0.910  0.508
H11 7.686 -0.694 0.474  0.435
H12 8.488 0.719 -1.390  0.418
H13 6.872 1.927 -2.806  0.444
H14 4.443 1.755 -2.344  0.366
H15 0.212 5.376 0.181  0.472
H16 0.066 7.721 0.934  0.434
H17 -0.422 8.235 3.300  0.422
H18 -0.652 6.398 4.937  0.427
H19 -0.462 4.050 4.193  0.549
H20 -2.636 3.737 2.822  0.809
H21 -4.041 1.557 3.416  0.700
H22 2.411 4.461 1.389  0.641
H23 4.275 2.870 0.303  0.618
H24 -1.477 -4.986 -1.899  0.421
H25 -1.365 -7.429 -2.199  0.431
H26 0.425 -8.733 -1.099  0.427
H27 2.132 -7.570 0.263  0.425
H28 1.984 -5.142 0.618  0.510
C45 2.384 -0.509 -4.244  -1.033
C46 1.075 -1.195 -3.873  -0.740
Sb1 -0.200 0.004 -2.572  -0.048
C47 0.645 1.960 -2.975  -0.210
C48 -0.152 3.084 -2.315  -1.043
C49 -1.919 0.131 -3.904  -0.526
C50 -1.646 0.995 -5.125  -1.127
H29 2.927 -1.146 -4.944  0.472
H30 3.020 -0.348 -3.373  0.105
H31 2.213 0.448 -4.735  0.320
H32 1.258 -2.152 -3.388  0.387
H33 0.462 -1.372 -4.757  0.774
H34 0.667 2.097 -4.055  0.752
H35 1.671 1.935 -2.605  -0.226
H36 -1.129 3.202 -2.786  0.370
H37 0.385 4.028 -2.413  0.492
H38 -0.301 2.893 -1.254  -0.128
H39 -2.771 0.491 -3.331  0.206
H40 -2.111 -0.900 -4.202  0.517
H41 -1.551 2.051 -4.876  0.245
H42 -2.478 0.892 -5.822  0.419
H43 -0.742 0.677 -5.648  0.286
C51 -3.457 0.422 -0.728  -0.929
O1 -2.271 1.251 -0.702  -0.232
H44 -4.116 0.735 -1.538  0.466
H45 -3.988 0.476 0.221  0.370
H46 -3.129 -0.601 -0.897  0.289
H47 -2.546 2.158 -0.531  0.232

Cartesian forces (eV/Å) of the 6 atoms listed first:
-0.7 -0.5 -0.9
0.0 0.0 0.0
0.0 0.0 0.0
0.1 -0.1 -0.1
-0.1 -0.1 0.2
0.1 0.1 -0.1

Properties
ΔE to the lowest compared entry with this formula, charge and spin = 84.2 kJ/mol
<S²> = 2.053
HOMO energy (spin up / spin down) = -12.4 / -12.3 eV
Multiplicity = 3
Molecular weight = 1037.56 g/mol
Net charge = +2
Frontier orbital gap (spin up / spin down) = 5.6 / 5.3 eV



(2)
ORCA calculation (ωB97M-V with the def2-TZVPD basis set) on a structure of composition C51H48AsCl2N4O2RuS2Se2 at a distorted geometry.

Last column: Mulliken charge in e.
Element x y z (Å)
Ru1 -0.232 0.135 0.003  3.058
S1 1.160 1.367 1.903  -0.160
C1 0.288 2.713 2.586  1.505
C2 0.963 3.572 3.462  -0.945
C3 0.302 4.637 4.034  -0.767
C4 -1.038 4.865 3.749  -0.859
C5 -1.720 4.009 2.896  -0.369
C6 -1.070 2.934 2.305  -0.974
As1 -2.032 1.672 1.161  0.295
C7 -3.565 1.340 2.339  1.053
C8 -3.530 0.235 3.184  -0.779
C9 -4.540 0.033 4.110  -0.740
C10 -5.597 0.925 4.186  -0.663
C11 -5.649 2.014 3.329  -0.883
C12 -4.636 2.226 2.409  -0.590
C13 -2.736 2.866 -0.194  0.181
C14 -1.882 3.828 -0.729  -0.771
C15 -2.242 4.530 -1.865  -0.815
C16 -3.462 4.277 -2.472  -0.646
C17 -4.327 3.336 -1.935  -0.970
C18 -3.961 2.622 -0.808  -0.208
H1 1.998 3.374 3.693  0.562
H2 0.828 5.287 4.712  0.428
H3 -1.549 5.698 4.203  0.445
H4 -2.773 4.169 2.687  0.421
H5 -2.709 -0.471 3.111  0.348
H6 -4.499 -0.821 4.769  0.461
H7 -6.384 0.771 4.908  0.428
H8 -6.480 2.702 3.374  0.456
H9 -4.683 3.076 1.736  0.394
H10 -0.929 4.024 -0.243  0.378
H11 -1.573 5.267 -2.287  0.505
H12 -3.745 4.815 -3.363  0.451
H13 -5.280 3.148 -2.407  0.506
H14 -4.625 1.866 -0.395  0.574
Se1 -3.558 -1.102 -0.178  0.215
Se2 -2.512 -3.141 -0.203  0.179
C19 -1.271 -2.909 1.249  -0.445
C20 -0.824 -4.052 1.907  -0.892
C21 -0.012 -3.901 3.013  -0.436
C22 0.280 -2.613 3.452  -1.213
C23 -0.233 -1.541 2.750  -0.525
N1 -0.969 -1.679 1.644  1.333
C24 -2.952 -0.332 -1.868  -0.101
C25 -3.636 -0.656 -3.029  -1.049
C26 -3.228 -0.071 -4.217  -0.854
C27 -2.190 0.847 -4.178  -1.403
C28 -1.596 1.140 -2.963  -1.025
N2 -1.951 0.538 -1.831  1.723
H15 -1.136 -5.025 1.557  0.638
H16 0.357 -4.761 3.549  0.555
H17 0.877 -2.442 4.332  0.459
H18 -0.079 -0.525 3.102  0.671
H19 -4.471 -1.339 -2.981  0.649
H20 -3.727 -0.311 -5.144  0.505
H21 -1.857 1.347 -5.072  0.563
H22 -0.827 1.898 -2.877  1.007
Cl1 0.301 -4.560 -1.306  -0.080
C29 0.447 -3.340 -2.571  -0.598
Cl2 -0.108 -1.765 -1.979  -0.107
H23 -0.189 -3.625 -3.411  0.525
H24 1.495 -3.250 -2.857  0.196
O1 1.641 -1.275 0.460  0.316
S2 2.108 -2.666 0.770  -0.058
C30 3.327 -3.000 -0.525  0.499
C31 3.896 -1.936 -1.200  0.025
C32 4.810 -2.184 -2.210  -0.717
C33 5.133 -3.491 -2.537  -0.669
C34 4.555 -4.550 -1.854  -0.807
C35 3.639 -4.312 -0.841  -0.275
C36 3.275 -2.476 2.136  0.534
C37 3.500 -3.569 2.955  -0.348
C38 4.336 -3.428 4.050  -0.846
C39 4.935 -2.204 4.307  -0.615
C40 4.716 -1.125 3.466  -0.955
C41 3.879 -1.256 2.372  0.046
H25 3.611 -0.927 -0.942  0.144
H26 5.243 -1.364 -2.758  0.459
H27 5.833 -3.686 -3.335  0.450
H28 4.807 -5.565 -2.120  0.464
H29 3.172 -5.131 -0.314  0.474
H30 3.039 -4.518 2.729  0.426
H31 4.514 -4.268 4.704  0.472
H32 5.585 -2.099 5.160  0.443
H33 5.197 -0.182 3.670  0.486
H34 3.694 -0.428 1.706  0.224
C42 3.552 -0.104 -7.438  -0.987
C43 3.976 1.202 -6.779  -0.663
N3 3.113 1.636 -5.688  0.219
C44 2.092 2.622 -5.963  -0.607
C45 0.841 1.987 -6.571  -1.143
C46 3.257 1.027 -4.499  -0.202
O2 3.917 0.020 -4.316  -0.557
C47 2.665 1.709 -3.290  -0.573
C48 3.280 2.848 -2.779  0.092
C49 2.822 3.358 -1.577  -1.525
C50 1.784 2.714 -0.922  -0.693
N4 1.206 1.609 -1.389  1.639
C51 1.644 1.126 -2.551  -0.585
H35 4.271 -0.350 -8.214  0.393
H36 2.568 -0.023 -7.891  0.257
H37 3.546 -0.906 -6.705  0.246
H38 4.010 2.008 -7.512  0.388
H39 4.971 1.068 -6.350  0.368
H40 2.502 3.362 -6.654  0.421
H41 1.828 3.132 -5.033  0.369
H42 1.045 1.614 -7.570  0.356
H43 0.049 2.726 -6.642  0.436
H44 0.500 1.155 -5.956  0.280
H45 4.088 3.323 -3.311  0.618
H46 3.263 4.244 -1.150  0.574
H47 1.423 3.104 0.021  0.313
H48 1.153 0.240 -2.935  0.594

Cartesian forces (eV/Å) of the 6 atoms listed first:
0.4 1.5 2.5
-0.5 -1.4 -1.2
-0.9 0.1 -0.3
0.0 -0.4 -0.3
-0.2 -0.1 -0.1
-0.1 -0.1 -0.1

Properties
<S²> = 0.834
HOMO energy (spin up / spin down) = -12.4 / -12.5 eV
Multiplicity = 2
Molecular weight = 1217.92 g/mol
Net charge = +2
Frontier orbital gap (spin up / spin down) = 5.6 / 6.4 eV



- The lowest multiplicity belongs to which entry?
  C51H48AsCl2N4O2RuS2Se2



- Among the records above, which one has the lowest <S²>?
  C51H48AsCl2N4O2RuS2Se2